{"formula": "C48H44AsBrF6N6OSn", "method": "ωB97M-V/def2-TZVPD", "de_lowest_kj_mol": 259.0, "total_charge": 2, "symbols": ["Sn", "Br", "C", "C", "C", "C", "C", "C", "C", "C", "C", "C", "H", "H", "H", "H", "H", "H", "C", "C", "O", "C", "F", "F", "F", "C", "F", "F", "F", "H", "H", "H", "C", "C", "N", "C", "C", "C", "C", "C", "C", "C", "C", "N", "C", "N", "H", "H", "H", "H", "H", "H", "H", "H", "H", "C", "C", "C", "C", "C", "C", "As", "C", "C", "C", "C", "C", "C", "C", "C", "C", "C", "C", "C", "H", "H", "H", "H", "H", "H", "H", "H", "H", "H", "H", "H", "H", "C", "N", "C", "C", "N", "N", "C", "C", "H", "H", "H", "H", "H", "H", "H", "H", "H", "H", "H", "H", "H"], "positions_angstrom": [[0.1702, -0.1763, -0.1544], [0.5766, 0.2860, 2.9305], [2.4780, 0.1483, 2.7941], [3.1712, 0.0436, 3.9697], [4.5679, -0.0239, 3.9609], [5.2388, 0.0603, 2.7750], [4.5532, 0.1472, 1.5461], [5.2609, 0.1790, 0.3265], [4.6205, 0.1668, -0.8769], [3.2139, 0.1105, -0.9098], [2.5254, 0.1029, 0.2609], [3.1139, 0.1608, 1.5305], [2.6443, 0.0238, 4.9099], [5.0986, -0.1122, 4.8944], [6.3167, 0.0488, 2.7525], [6.3394, 0.1870, 0.3594], [5.1663, 0.1872, -1.8071], [2.7065, 0.0524, -1.8609], [-1.4626, -1.8606, -3.2106], [-0.7320, -0.5153, -3.2594], [0.2021, -0.3666, -2.2879], [-1.7732, 0.6392, -3.2324], [-3.0217, 0.2100, -3.4536], [-1.8350, 1.2123, -1.9998], [-1.5314, 1.6271, -4.0780], [0.0192, -0.4358, -4.6103], [-0.8255, -0.4363, -5.6422], [0.7874, 0.6455, -4.6987], [0.8167, -1.4969, -4.7492], [-2.0808, -1.8924, -2.3128], [-0.7056, -2.6412, -3.1708], [-2.0913, -1.9984, -4.0865], [-0.4113, 4.6560, 0.4317], [-0.4389, 3.2753, 0.3549], [0.5842, 2.5519, -0.0874], [1.6945, 3.1792, -0.4391], [1.8462, 4.5641, -0.3526], [0.7483, 5.3146, 0.0622], [3.1191, 5.1986, -0.7074], [4.2675, 4.9868, -0.0573], [4.3831, 4.2124, 1.1662], [5.6375, 3.9150, 1.7160], [5.6431, 3.2500, 2.9286], [4.5201, 2.9325, 3.5533], [3.3832, 3.2548, 2.9713], [3.2700, 3.8554, 1.8106], [-1.2767, 5.2001, 0.7786], [-1.3154, 2.7167, 0.6566], [2.5072, 2.5678, -0.8116], [0.8097, 6.3897, 0.1164], [3.0989, 5.8807, -1.5478], [5.1836, 5.4493, -0.3952], [6.5455, 4.1946, 1.2098], [6.5631, 2.9785, 3.4275], [2.4682, 3.0191, 3.4981], [-7.4684, -0.5015, -0.8007], [-6.8849, -1.3502, 0.1255], [-5.5375, -1.2391, 0.4233], [-4.7864, -0.2437, -0.1896], [-5.3554, 0.5922, -1.1421], [-6.7029, 0.4621, -1.4391], [-3.0022, 0.1506, 0.5378], [-2.8743, -0.7896, 2.2221], [-2.6781, -2.1440, 2.4300], [-2.4800, -2.6161, 3.7184], [-2.4752, -1.7325, 4.7843], [-2.7003, -0.3802, 4.5850], [-2.9122, 0.1054, 3.3012], [-3.2327, 1.4885, 2.9432], [-3.4810, 2.5155, 3.8445], [-3.8527, 3.7705, 3.3898], [-3.9954, 4.0169, 2.0325], [-3.7408, 3.0069, 1.1149], [-3.3678, 1.7512, 1.5696], [-8.5209, -0.5910, -1.0220], [-7.4738, -2.1017, 0.6271], [-5.0967, -1.9002, 1.1598], [-4.7592, 1.3471, -1.6417], [-7.1555, 1.1189, -2.1660], [-2.7046, -2.8388, 1.5974], [-2.3379, -3.6712, 3.8888], [-2.3057, -2.1020, 5.7834], [-2.7156, 0.2893, 5.4288], [-3.3985, 2.3330, 4.9028], [-4.0365, 4.5598, 4.1006], [-4.2956, 4.9939, 1.6857], [-3.8317, 3.2046, 0.0525], [-1.3678, -4.8871, -0.5410], [0.0152, -4.8765, -0.1207], [0.6197, -6.1801, 0.0534], [0.6390, -3.7402, 0.2526], [0.0055, -2.5933, 0.3890], [1.9581, -3.8786, 0.5878], [2.9224, -4.2842, -0.4144], [2.5213, -3.0268, 1.6022], [-1.5464, -5.7589, -1.1635], [-1.6006, -4.0002, -1.1289], [-2.0431, -4.9483, 0.3212], [1.0545, -6.5455, -0.8785], [-0.1391, -6.8907, 0.3717], [1.3959, -6.1422, 0.8110], [-1.0011, -2.7112, 0.2989], [2.4494, -4.8289, -1.2222], [3.6788, -4.9152, 0.0483], [3.4107, -3.4020, -0.8438], [1.7524, -2.7378, 2.3153], [2.9807, -2.1372, 1.1724], [3.2987, -3.5873, 2.1228]], "forces_ev_per_a": [[1.843, -0.186, -0.961], [-0.186, -0.095, -0.194], [0.005, -0.037, 0.165], [-0.426, -0.038, -0.220], [0.260, -0.069, -0.328], [-0.074, -0.185, 0.214], [-0.565, 0.049, 0.085], [0.089, -0.034, -0.272], [0.113, 0.104, 0.138], [-0.167, -0.174, -0.134], [-2.145, -0.326, -0.657], [0.387, 0.108, 0.239], [-0.102, 0.014, 0.094], [0.068, 0.032, 0.092], [0.177, -0.016, 0.015], [0.148, 0.007, 0.048], [0.097, -0.007, -0.061], [-0.069, 0.000, -0.125], [0.230, 0.165, 0.108], [-0.878, -0.257, -0.612], [0.917, 0.291, 2.732], [-0.603, 0.461, 0.040], [-0.083, -0.175, -0.290], [0.280, 0.044, 0.295], [0.105, 0.102, -0.119], [0.328, 0.009, -0.221], [-0.271, 0.000, -0.020], [0.116, 0.187, 0.101], [0.144, -0.279, 0.125], [-0.090, -0.065, 0.022], [-0.040, -0.040, 0.024], [-0.057, -0.084, 0.051], [0.016, -0.221, -0.005], [-0.500, 0.227, 0.256], [-0.390, -0.855, -0.173], [0.182, 0.182, -0.326], [-0.714, -0.072, -0.034], [0.231, -0.344, -0.178], [0.560, 0.044, 0.007], [-0.366, 0.190, -0.542], [0.561, -0.434, 0.872], [-0.429, -0.028, -0.169], [-0.039, 0.248, -0.276], [0.083, -0.273, 0.901], [0.366, 0.035, -0.021], [-0.421, 0.398, -0.339], [-0.062, -0.014, 0.039], [0.044, 0.163, -0.021], [0.037, 0.058, 0.068], [0.048, 0.147, 0.011], [0.081, 0.022, -0.081], [-0.003, 0.124, -0.145], [0.174, 0.070, -0.027], [0.147, -0.005, 0.000], [-0.109, -0.048, 0.061], [0.019, -0.010, 0.045], [-0.011, -0.039, -0.057], [0.281, -0.085, 0.248], [0.390, -0.095, -0.154], [0.265, 0.159, -0.072], [0.082, 0.019, -0.031], [0.325, -0.131, 0.850], [0.035, -0.082, -0.023], [0.031, -0.010, -0.157], [-0.035, -0.067, -0.119], [0.029, 0.054, 0.073], [0.005, 0.011, -0.119], [0.013, -0.355, -0.171], [-0.112, 0.363, -0.312], [0.042, -0.018, -0.087], [0.038, -0.067, 0.001], [0.079, -0.093, -0.108], [-0.036, -0.104, -0.221], [0.256, 0.119, 0.107], [-0.075, 0.000, -0.040], [-0.075, -0.085, 0.025], [-0.036, 0.052, -0.015], [-0.060, -0.008, -0.002], [-0.012, 0.059, -0.064], [0.030, -0.018, 0.043], [0.020, -0.125, 0.032], [-0.006, -0.037, 0.109], [-0.010, 0.097, 0.143], [0.005, -0.003, 0.181], [-0.051, 0.092, 0.086], [-0.045, 0.069, -0.029], [-0.022, 0.016, 0.035], [-0.233, 0.138, -0.070], [0.052, 0.436, -0.098], [0.239, -0.451, 0.072], [0.306, -0.527, 0.030], [-0.972, 1.629, -0.282], [-0.320, 0.266, -0.196], [0.165, -0.128, -0.174], [0.144, 0.223, 0.236], [0.006, -0.002, -0.066], [-0.042, -0.025, -0.047], [0.021, 0.030, -0.063], [-0.021, -0.028, 0.001], [-0.078, 0.011, 0.036], [0.003, 0.015, 0.009], [0.229, -0.151, 0.152], [-0.048, -0.087, -0.067], [0.090, -0.060, -0.065], [0.025, -0.021, 0.022], [0.032, 0.043, 0.025], [-0.003, -0.102, 0.034], [-0.006, -0.003, 0.065]]}


{"formula": "C48H44BrF8O4P", "method": "ωB97M-V/def2-TZVPD", "smiles": "CC[C@H](F)[C@@H]1OC(=O)O[C@H]1P(O)Br.Fc1ccccc1.Fc1ccccc1.Fc1ccccc1.Fc1ccccc1.Fc1ccccc1.Fc1ccccc1.Fc1ccccc1", "total_energy_ev": -159751.337, "symbols": ["C", "C", "C", "F", "C", "O", "C", "O", "O", "C", "P", "O", "Br", "H", "H", "H", "H", "H", "H", "H", "H", "H", "F", "C", "C", "C", "C", "C", "C", "H", "H", "H", "H", "H", "F", "C", "C", "C", "C", "C", "C", "H", "H", "H", "H", "H", "F", "C", "C", "C", "C", "C", "C", "H", "H", "H", "H", "H", "F", "C", "C", "C", "C", "C", "C", "H", "H", "H", "H", "H", "F", "C", "C", "C", "C", "C", "C", "H", "H", "H", "H", "H", "F", "C", "C", "C", "C", "C", "C", "H", "H", "H", "H", "H", "F", "C", "C", "C", "C", "C", "C", "H", "H", "H", "H", "H"], "positions_angstrom": [[3.5796, -1.4935, -2.1346], [2.8994, -0.5714, -3.1499], [1.8819, -1.3119, -4.0057], [2.2434, -1.2710, -5.3330], [0.4888, -0.7742, -3.8390], [0.3806, 0.6632, -3.7630], [-0.2776, 0.9811, -2.6210], [-0.1951, 2.0133, -1.9957], [-1.0453, -0.1122, -2.2706], [-0.0691, -1.1637, -2.4698], [-0.5999, -2.8954, -2.1823], [-1.7181, -2.6294, -1.0235], [-1.8673, -3.3110, -3.9714], [3.8016, -0.9594, -1.2332], [4.5269, -1.8347, -2.5189], [2.9551, -2.3446, -1.9146], [2.4200, 0.2572, -2.6541], [3.6425, -0.1705, -3.8147], [1.8338, -2.3532, -3.7139], [-0.1474, -1.0354, -4.6695], [0.7301, -0.9088, -1.7698], [-1.3979, -1.9174, -0.4620], [-2.0876, -0.9816, -7.4341], [-2.6374, 0.2126, -7.1282], [-3.5957, 0.7441, -7.9661], [-4.1584, 1.9691, -7.6402], [-3.7556, 2.6430, -6.4955], [-2.7875, 2.0888, -5.6704], [-2.2236, 0.8619, -5.9842], [-3.8914, 0.2048, -8.8557], [-4.9143, 2.3980, -8.2830], [-4.1954, 3.5992, -6.2481], [-2.4674, 2.6136, -4.7803], [-1.4738, 0.4150, -5.3539], [4.0076, 1.2759, -0.6368], [3.5459, 1.5418, 0.6045], [3.8579, 2.7371, 1.2179], [3.3104, 3.0037, 2.4658], [2.4660, 2.0803, 3.0711], [2.1776, 0.8832, 2.4324], [2.7231, 0.6064, 1.1919], [4.5069, 3.4453, 0.7208], [3.5333, 3.9388, 2.9609], [2.0312, 2.2982, 4.0361], [1.5191, 0.1604, 2.8945], [2.4950, -0.3145, 0.6711], [-0.7672, -0.8741, 1.4963], [-1.5540, 0.2221, 1.6173], [-2.1942, 0.4589, 2.8153], [-2.9941, 1.5857, 2.9301], [-3.1451, 2.4495, 1.8544], [-2.4912, 2.1892, 0.6590], [-1.6847, 1.0687, 0.5355], [-2.0669, -0.2304, 3.6393], [-3.5005, 1.7890, 3.8632], [-3.7713, 3.3255, 1.9487], [-2.6061, 2.8592, -0.1813], [-1.1580, 0.8570, -0.3872], [2.7224, 3.5966, 6.0833], [4.0458, 3.5635, 6.3678], [4.8305, 2.5865, 5.7910], [6.1840, 2.5564, 6.0894], [6.7287, 3.4909, 6.9590], [5.9182, 4.4616, 7.5291], [4.5646, 4.5054, 7.2313], [4.3867, 1.8621, 5.1221], [6.8134, 1.8002, 5.6415], [7.7838, 3.4612, 7.1929], [6.3384, 5.1866, 8.2117], [3.9159, 5.2559, 7.6630], [-7.3299, -2.9610, 1.4807], [-6.7217, -2.0458, 0.6989], [-7.4120, -0.9040, 0.3474], [-6.7814, 0.0357, -0.4545], [-5.4832, -0.1794, -0.8949], [-4.8101, -1.3375, -0.5305], [-5.4294, -2.2803, 0.2761], [-8.4250, -0.7596, 0.6976], [-7.3068, 0.9380, -0.7354], [-4.9961, 0.5545, -1.5226], [-3.8029, -1.5097, -0.8753], [-4.9208, -3.1867, 0.5761], [4.6518, 2.8170, 10.4054], [3.8302, 1.7503, 10.3401], [2.8623, 1.7104, 9.3577], [2.0207, 0.6106, 9.2933], [2.1520, -0.4245, 10.2085], [3.1312, -0.3607, 11.1895], [3.9826, 0.7321, 11.2587], [2.7730, 2.5296, 8.6575], [1.2613, 0.5628, 8.5252], [1.4920, -1.2794, 10.1567], [3.2338, -1.1642, 11.9056], [4.7560, 0.7989, 12.0118], [-0.8781, -7.9275, -9.5961], [-1.3191, -6.7920, -9.0182], [-1.4249, -6.7396, -7.6436], [-1.8764, -5.5682, -7.0545], [-2.2182, -4.4762, -7.8399], [-2.1051, -4.5543, -9.2205], [-1.6496, -5.7188, -9.8200], [-1.1577, -7.6038, -7.0509], [-1.9595, -5.5072, -5.9786], [-2.5701, -3.5639, -7.3767], [-2.3723, -3.7055, -9.8345], [-1.5481, -5.7992, -10.8937]], "forces_ev_per_a": [[-0.007, 0.407, -0.367], [0.054, -0.712, 0.248], [0.191, 0.757, 0.101], [0.003, 0.016, -0.475], [-0.567, 0.068, 0.100], [0.665, 0.640, 0.662], [-0.170, 1.282, 0.277], [-0.383, -1.685, -1.542], [0.472, 0.109, 0.395], [-0.377, 0.787, -0.871], [0.079, -0.726, 0.039], [0.194, -0.216, -0.344], [-0.075, 0.324, 0.174], [0.063, 0.173, 0.534], [0.267, -0.395, -0.172], [-0.136, -0.400, 0.265], [-0.024, 0.388, 0.159], [0.209, 0.374, -0.326], [0.031, -0.503, -0.061], [-0.185, -0.639, -0.206], [0.234, -0.586, 0.455], [-0.220, 0.394, 0.571], [0.011, -0.040, -0.002], [-0.081, 0.130, 0.042], [-0.049, -0.085, -0.139], [0.057, 0.015, 0.086], [-0.031, 0.037, -0.001], [-0.057, 0.014, -0.057], [0.013, -0.027, 0.037], [0.007, -0.021, 0.006], [-0.012, 0.002, -0.031], [-0.005, 0.016, 0.005], [0.019, 0.001, 0.025], [0.059, -0.015, 0.012], [0.229, 0.178, -0.015], [-0.257, 0.014, 0.039], [0.137, 0.109, -0.081], [-0.086, -0.166, -0.034], [0.000, 0.061, 0.019], [-0.024, 0.037, 0.149], [-0.127, -0.178, -0.103], [-0.011, -0.004, -0.021], [0.026, 0.017, 0.013], [-0.008, 0.021, 0.017], [-0.029, -0.004, 0.020], [0.025, -0.007, -0.002], [0.195, -0.360, -0.170], [-0.429, 0.684, 0.022], [0.082, -0.226, 0.166], [0.003, 0.047, -0.088], [-0.028, 0.008, 0.005], [-0.048, -0.031, 0.119], [0.241, -0.250, -0.104], [0.002, -0.010, 0.010], [-0.013, -0.020, 0.030], [-0.021, 0.020, 0.008], [0.060, 0.010, -0.048], [-0.205, 0.118, 0.445], [-0.006, -0.008, 0.019], [0.215, 0.015, 0.030], [-0.103, -0.177, -0.122], [0.004, 0.100, 0.089], [0.046, -0.004, -0.001], [0.026, -0.068, -0.052], [-0.132, 0.143, 0.062], [-0.019, 0.015, -0.011], [-0.002, -0.035, -0.012], [0.018, 0.001, 0.010], [-0.004, 0.026, 0.021], [-0.018, -0.017, 0.001], [-0.016, -0.023, 0.023], [0.064, 0.104, -0.080], [-0.159, 0.030, 0.055], [0.095, -0.047, -0.013], [0.011, 0.039, -0.014], [-0.130, 0.133, 0.022], [0.097, -0.136, 0.046], [0.000, -0.020, 0.021], [-0.031, 0.016, -0.007], [0.025, 0.010, -0.009], [0.054, -0.033, -0.047], [-0.018, -0.015, -0.003], [0.010, 0.018, 0.008], [-0.074, -0.110, -0.011], [-0.032, 0.154, -0.144], [0.047, -0.057, 0.086], [-0.030, -0.042, -0.011], [-0.042, 0.032, -0.070], [0.113, -0.009, 0.119], [0.023, 0.009, 0.004], [-0.021, 0.023, -0.019], [-0.010, -0.016, 0.004], [0.019, -0.019, 0.019], [0.002, 0.027, -0.001], [0.011, -0.027, -0.016], [-0.042, 0.116, 0.060], [0.041, -0.130, 0.104], [-0.020, 0.045, -0.116], [-0.033, 0.065, 0.077], [0.006, -0.037, 0.080], [0.010, 0.002, -0.165], [0.014, -0.015, -0.020], [0.002, -0.045, 0.026], [0.015, 0.018, -0.014], [0.009, 0.028, -0.022], [0.001, -0.030, -0.002]]}